Entry 1:
The following is a quantum chemistry calculation of a 2-piece molecular cluster, CH8NO overall, from the OMol25 dataset.

Computed properties:
HOMO-LUMO gap	0.4551	Eh
HOMO energy	-16.10	eV
net charge	+1
DFT total energy	-4697.5717	eV
molecular weight	50.08	g mol⁻¹
lowest unoccupied orbital energy	-3.72	eV

Each line ends with the Mulliken charge.
Positions of all 11 atoms, in Å:
N -1.87232 -0.45927 0.06929  -0.561
H -2.41303 0.38682 0.19898  0.376
H -2.06557 -0.89465 -0.83498  0.372
H -0.77427 -0.15879 0.23344  0.381
H -2.16144 -1.14766 0.76805  0.373
C 1.62403 0.34941 -0.55111  -0.518
O 0.57913 0.16602 0.46172  -0.563
H 2.51967 0.70895 -0.06429  0.290
H 1.78641 -0.60876 -1.02605  0.244
H 1.26136 1.10441 -1.24192  0.276
H 0.78960 0.65936 1.24849  0.330

Forces on atoms 1 to 2 (eV/Å):
0.67 -0.26 0.39
-0.43 0.08 -0.17

=====

Entry 2:
The following is a quantum chemistry calculation of one molecule with the formula C4H4IN in a non-equilibrium geometry, from the OMol25 dataset.

Computed properties:
HOMO-LUMO gap	0.3558	Eh
HOMO energy	-9.43	eV
net charge	0
SMILES string	N#CC/C=C/I
DFT total energy	-13802.0277	eV
molecular weight	192.99	g mol⁻¹
lowest unoccupied orbital energy	0.25	eV

Each line ends with the Mulliken charge.
Positions of all 10 atoms, in Å:
N 1.29058 -2.51552 -0.81348  -0.387
C 1.08142 -1.52521 -0.28033  0.279
C 0.63214 -0.32857 0.37818  -0.379
C -0.74670 0.05633 -0.06495  -0.213
C -1.30739 -0.08854 -1.25074  -0.543
I -3.16719 0.76533 -1.82194  0.042
H 0.35290 -0.62333 1.42819  0.195
H 1.33126 0.43607 0.41804  0.340
H -1.31309 0.59037 0.69874  0.264
H -0.78125 -0.39035 -2.11889  0.404

Forces on atoms 1 to 2 (eV/Å):
0.30 -0.31 -0.20
0.15 -0.26 -0.32

=====

Entry 3:
The following is a quantum chemistry calculation of a 2-piece molecular cluster, C4H7NO overall in a non-equilibrium geometry, from the OMol25 dataset.

Computed properties:
HOMO-LUMO gap	0.3185	Eh
HOMO energy	-7.78	eV
net charge	0
DFT total energy	-7794.4986	eV
molecular weight	85.11	g mol⁻¹
lowest unoccupied orbital energy	0.89	eV

Each line ends with the Mulliken charge.
Positions of all 13 atoms, in Å:
C 1.93496 -0.72426 0.02540  0.376
C -0.65149 0.84051 0.92749  -0.228
C 2.38806 0.53981 -0.42272  -0.671
C -2.42413 -0.50017 -0.22443  -0.561
N 1.41875 -1.68225 0.36077  -0.431
O -1.28699 0.43206 -0.03376  -0.197
H -0.94531 0.45515 1.93857  0.132
H 1.48272 0.97735 -0.94533  0.206
H 3.22689 0.47762 -1.23766  0.271
H 2.67807 1.26471 0.35760  0.274
H -2.18698 -1.41068 0.43995  0.311
H -2.38814 -0.75458 -1.21607  0.228
H -3.24641 0.08474 0.03018  0.289

Forces on atoms 1 to 2 (eV/Å):
0.09 0.07 0.31
2.15 1.45 2.91

=====

Entry 4:
The following is a quantum chemistry calculation of one molecule with the formula C15H22O2 in a non-equilibrium geometry, from the OMol25 dataset.

Computed properties:
HOMO-LUMO gap	0.3294	Eh
HOMO energy	-8.15	eV
net charge	0
SMILES string	C=C1C[C@@]2(O)O[C@@]3(CC2=C(C)C)[C@@H](C)CC[C@@H]13
DFT total energy	-20003.7348	eV
molecular weight	234.34	g mol⁻¹
lowest unoccupied orbital energy	0.81	eV

Each line ends with the Mulliken charge.
Positions of all 39 atoms, in Å:
C -0.39990 -0.35504 -2.60610  -1.305
C -0.19970 -0.06457 -1.24954  0.257
C 0.87362 0.89047 -0.75603  -0.841
C 1.06246 0.74076 0.78119  1.310
O 1.70175 1.90401 1.21907  -0.609
O -0.19257 0.67016 1.46443  -0.574
C -0.61337 -0.68494 1.21309  0.972
C 0.63318 -1.54469 1.46323  -1.586
C 1.80055 -0.57396 1.17201  -0.131
C 3.17188 -0.96231 0.75702  0.662
C 3.53513 -2.43273 0.71228  -1.673
C 4.24322 0.00572 0.33901  -1.144
C -1.77003 -0.95487 2.18746  0.112
C -1.52688 -0.52926 3.75007  -1.501
C -3.09265 -0.38434 1.37047  -0.847
C -2.65460 -0.51720 -0.10770  -0.698
C -1.12991 -0.80372 -0.24534  -0.559
H -1.05231 -1.16154 -2.85068  0.328
H 0.13348 0.17610 -3.43386  0.301
H 1.75340 0.71425 -1.35808  0.291
H 0.48353 1.85112 -0.88713  0.461
H 1.16064 2.27876 1.83765  0.351
H 0.70206 -1.87180 2.53198  0.339
H 0.61064 -2.46044 0.95482  0.482
H 4.46358 -2.60359 0.23437  0.438
H 3.55167 -2.85322 1.70451  0.315
H 2.76765 -2.95502 0.20582  0.338
H 3.81192 0.56698 -0.50792  0.235
H 4.27286 0.75064 1.15501  0.284
H 5.28306 -0.40502 -0.01320  0.312
H -1.89483 -2.07188 2.07190  0.354
H -2.16908 -1.11254 4.31939  0.439
H -0.43757 -0.60226 3.95534  0.375
H -1.77470 0.50689 3.94201  0.309
H -3.36891 0.62581 1.60736  0.349
H -3.90747 -1.04890 1.58693  0.374
H -3.36682 -1.28651 -0.61192  0.248
H -2.75893 0.30808 -0.72896  0.561
H -1.06388 -1.81094 -0.43151  0.670

Forces on atoms 1 to 2 (eV/Å):
1.51 1.54 2.88
-1.53 -1.35 -3.02

=====

Entry 5:
The following is a quantum chemistry calculation of a 8-piece molecular cluster, C49H117F3N6O10S overall in a non-equilibrium geometry, from the OMol25 dataset.

Computed properties:
HOMO-LUMO gap	0.1608	Eh
HOMO energy	-9.98	eV
net charge	+4
DFT total energy	-101068.9963	eV
molecular weight	1039.57	g mol⁻¹
lowest unoccupied orbital energy	-5.61	eV

Each line ends with the Mulliken charge.
Positions of all 186 atoms, in Å:
C 1.08507 -1.02153 -0.17782  -0.865
C 1.08638 -0.50410 -1.60836  -0.297
O 1.02466 -1.54049 -2.54327  -0.951
H 2.09015 -1.33022 0.10962  0.212
H 0.40265 -1.86686 -0.08928  0.244
H 0.77386 -0.21251 0.48303  0.304
H 1.87598 0.23999 -1.71298  0.219
H 0.14101 0.01168 -1.77676  0.161
C -4.23862 2.45079 6.81244  -1.113
C -5.23528 2.07689 7.92434  -0.619
C -6.22051 3.25025 8.34282  -0.407
C -5.60425 4.54571 8.85953  -0.915
N -6.60068 5.71982 9.22169  0.299
C -7.45439 5.42415 10.39967  -0.501
C -7.52713 6.76977 11.28119  -0.677
C -6.98504 7.84718 10.31502  -0.564
C -5.93750 7.06920 9.55708  -0.678
C -7.42767 5.91364 7.90230  -1.191
H -3.69548 3.30316 7.22053  0.275
H -4.74891 2.79604 5.91327  0.314
H -3.58399 1.66064 6.44473  0.361
H -4.76142 1.67310 8.81906  0.349
H -5.78119 1.22608 7.51667  0.346
H -6.84457 3.01457 9.20486  0.375
H -6.80429 3.40322 7.43513  0.297
H -4.96826 4.95139 8.07273  0.563
H -4.90244 4.52835 9.69334  0.375
H -8.47148 5.09213 10.19135  0.304
H -6.89386 4.72730 11.02281  0.359
H -8.55864 6.94251 11.58816  0.330
H -6.94344 6.55527 12.17639  0.327
H -7.68884 8.24455 9.58370  0.281
H -6.53782 8.70525 10.81683  0.406
H -5.65811 7.38639 8.55237  0.428
H -5.07765 6.90619 10.20683  0.403
H -8.08880 5.04704 7.90711  0.434
H -6.85034 6.17577 7.01568  0.373
H -8.13135 6.73249 8.05205  0.466
C 5.45623 7.07913 -3.61665  -1.024
C 6.90941 6.54785 -3.62784  -0.776
C 7.88401 7.36269 -4.46036  -0.282
C 8.03582 8.90111 -4.08373  -0.783
N 9.02332 9.68222 -5.03553  0.260
C 9.02477 11.19645 -4.64919  -0.664
C 9.13249 12.01366 -5.92626  -0.550
C 8.70830 11.10791 -7.05079  -0.660
C 8.52297 9.66852 -6.50748  -0.680
C 10.46272 9.12378 -5.02974  -0.981
H 5.56637 8.15956 -3.52376  0.251
H 4.87093 6.59176 -2.83691  0.351
H 4.97660 6.92371 -4.58304  0.298
H 6.86136 5.53870 -4.03701  0.349
H 7.17663 6.39118 -2.58278  0.402
H 7.52347 7.31691 -5.48799  0.320
H 8.81935 6.80334 -4.44149  0.295
H 8.42906 8.89478 -3.06715  0.301
H 7.15403 9.54059 -4.04381  0.519
H 9.78601 11.41600 -3.90059  0.399
H 8.07349 11.42508 -4.16868  0.381
H 10.18269 12.26206 -6.07947  0.312
H 8.60289 12.96234 -5.83881  0.373
H 9.44118 11.14010 -7.85698  0.300
H 7.78298 11.47016 -7.49874  0.333
H 9.00090 8.85437 -7.05232  0.463
H 7.47461 9.38575 -6.60282  0.371
H 10.70892 9.11468 -3.96795  0.340
H 11.10879 9.76215 -5.63238  0.399
H 10.43755 8.13998 -5.49833  0.384
C 6.89660 -8.01230 -0.01537  -0.814
O 5.96641 -7.21838 -0.66365  -0.310
C 4.99202 -8.01634 -1.36543  -0.399
C 3.92242 -7.11969 -2.05036  -0.810
N 4.53876 -5.78250 -2.62637  -0.251
H 3.87824 -5.06952 -2.90107  0.421
H 5.12148 -5.36843 -1.91286  0.393
C 5.48347 -6.05124 -3.82255  -0.596
C 6.27697 -4.81774 -4.04781  -0.607
O 6.82640 -4.43938 -2.80651  -0.331
C 7.03442 -2.99103 -2.65377  -0.797
H 7.66372 -8.32256 -0.72485  0.315
H 6.46845 -8.83132 0.56253  0.342
H 7.38976 -7.45313 0.77976  0.260
H 4.33106 -8.51381 -0.65568  0.395
H 5.51053 -8.74608 -1.98730  0.456
H 3.25159 -6.78969 -1.25716  0.394
H 3.25429 -7.49927 -2.82343  0.377
H 4.81322 -6.27505 -4.65248  0.430
H 6.12717 -6.91013 -3.63265  0.327
H 5.68631 -3.95737 -4.36240  0.459
H 7.09760 -4.94554 -4.75375  0.364
H 7.72475 -2.78077 -1.83685  0.264
H 6.13960 -2.38583 -2.50840  0.360
H 7.55483 -2.60471 -3.53015  0.341
C -3.49748 1.16293 -7.41551  -0.790
O -2.39964 0.54425 -8.06277  -0.292
C -1.12676 1.06483 -7.65728  -0.529
C 0.11142 0.41076 -8.23579  -0.749
N 0.17177 -1.13833 -8.16173  -0.207
H 1.11166 -1.36729 -8.45205  0.388
H 0.03553 -1.63012 -7.29014  0.428
C -0.87185 -1.82833 -9.13740  -0.509
C -0.52297 -3.34449 -9.31937  -0.651
O -0.29406 -3.94457 -8.09404  -0.293
C -0.58454 -5.35470 -8.01691  -0.810
H -3.32395 1.46005 -6.38124  0.342
H -4.46157 0.66451 -7.51666  0.286
H -3.61913 2.15513 -7.85006  0.317
H -0.92031 1.10000 -6.58758  0.442
H -1.01035 2.12491 -7.88263  0.399
H 0.98970 0.65655 -7.63887  0.410
H 0.36401 0.76820 -9.23406  0.352
H -0.99585 -1.41882 -10.13990  0.368
H -1.81530 -1.79512 -8.59252  0.317
H 0.33101 -3.56610 -9.95944  0.401
H -1.31915 -3.84789 -9.86781  0.472
H -0.15352 -6.01423 -8.77013  0.335
H -1.66663 -5.44042 -7.91767  0.329
H -0.11653 -5.74186 -7.11184  0.237
C -0.73785 -9.60884 7.09928  -1.213
C 0.23739 -8.93775 8.15797  -0.392
N 0.95749 -7.55600 7.61336  0.379
C -0.15639 -6.64866 7.06504  -1.363
C 1.58289 -7.09402 8.95523  -0.350
C 0.48931 -6.38618 9.89358  -1.122
C 1.96375 -7.89072 6.53959  -0.547
C 2.46506 -6.62293 5.74368  -0.697
O 3.04823 -5.63319 6.53902  -0.291
C 4.14356 -4.79822 6.04654  -0.820
H -1.31921 -10.43841 7.50173  0.391
H -0.12759 -9.96531 6.26946  0.356
H -1.51097 -9.02140 6.60401  0.321
H 1.08246 -9.58945 8.37988  0.387
H -0.19570 -8.74475 9.13944  0.425
H 0.22828 -5.63306 6.97188  0.312
H -0.95466 -6.69658 7.80568  0.541
H -0.47935 -7.13561 6.14490  0.450
H 2.19051 -6.25774 8.60947  0.258
H 2.21769 -7.79669 9.49502  0.418
H -0.31584 -7.05642 10.19463  0.332
H 0.08678 -5.51823 9.37133  0.341
H 1.13020 -5.99037 10.68142  0.433
H 1.59714 -8.61720 5.81438  0.354
H 2.87313 -8.31759 6.96256  0.307
H 1.68071 -6.22184 5.10178  0.346
H 3.27713 -6.91802 5.07920  0.511
H 5.10521 -5.30146 5.94630  0.350
H 4.21065 -4.07134 6.85601  0.260
H 3.90412 -4.22381 5.15165  0.322
C -5.32018 -3.22590 -0.09877  -1.313
C -5.14343 -3.30587 -1.63002  -0.383
N -6.16740 -2.39421 -2.38034  0.098
C -6.04529 -0.94665 -1.95275  -1.017
C -5.72002 -2.32047 -3.92997  -0.556
C -5.84053 -3.68382 -4.68198  -1.335
C -7.64238 -2.89154 -2.22995  -0.640
C -8.75335 -2.00388 -2.96037  -0.812
O -8.66327 -1.99046 -4.37227  -0.250
C -9.69242 -1.12060 -4.87100  -0.806
H -4.83101 -4.12713 0.27085  0.373
H -6.28420 -3.21096 0.40970  0.370
H -4.86045 -2.37735 0.40789  0.396
H -5.31464 -4.30978 -2.01851  0.403
H -4.13142 -2.98153 -1.87234  0.403
H -6.73595 -0.38665 -2.58321  0.452
H -5.06384 -0.56125 -2.22903  0.384
H -6.24365 -0.77745 -0.89439  0.341
H -4.67723 -2.00530 -3.96659  0.566
H -6.34837 -1.57092 -4.41109  0.482
H -5.63923 -3.49713 -5.73684  0.449
H -6.87804 -4.01265 -4.74145  0.306
H -5.08664 -4.40693 -4.37073  0.362
H -7.70893 -2.85895 -1.14247  0.362
H -7.80482 -3.90548 -2.59549  0.422
H -9.00527 -1.03804 -2.52242  0.538
H -9.65039 -2.59013 -2.76107  0.457
H -9.76077 -0.14432 -4.39111  0.342
H -10.68538 -1.56619 -4.93101  0.329
H -9.48500 -1.09548 -5.94078  0.275
C -2.07999 5.78143 1.18180  0.584
F -1.29215 5.16974 2.06247  -0.226
F -1.29013 6.12001 0.16974  -0.227
F -3.13082 5.00726 0.85136  -0.227
S -2.78757 7.41095 2.01013  1.015
O -3.40783 6.80466 3.22596  -0.642
O -1.54845 8.15405 2.37393  -0.645
O -3.71491 8.08135 1.01476  -0.632

Forces on atoms 1 to 2 (eV/Å):
0.22 0.42 0.09
-1.49 -1.82 -1.12

=====

Entry 6:
The following is a quantum chemistry calculation of C2H5IN2S as an isolated structure in a non-equilibrium geometry, from the OMol25 dataset.

Computed properties:
HOMO-LUMO gap	0.3146	Eh
HOMO energy	-8.25	eV
net charge	0
DFT total energy	-24068.5795	eV
molecular weight	216.05	g mol⁻¹
lowest unoccupied orbital energy	0.31	eV

Each line ends with the Mulliken charge.
Positions of all 11 atoms, in Å:
C 1.13156 -0.80835 0.07216  0.043
C -0.28981 0.07930 1.09085  -0.590
N 1.41605 -1.85110 0.66422  -0.475
N -1.58657 1.44800 -1.06218  -0.483
S -0.56676 1.63463 0.26902  0.009
I 2.07408 0.34325 -1.44122  0.018
H 0.46893 0.35161 1.80399  0.296
H -0.98617 -0.71275 1.11297  0.415
H 2.02491 -2.55690 0.22956  0.269
H -2.48982 0.99866 -0.81445  0.255
H -1.19640 1.07366 -1.92493  0.244

Forces on atoms 1 to 2 (eV/Å):
-2.46 1.21 2.61
4.01 0.82 -4.20